# 1
The following is a DFT calculation (ωB97M-V with the def2-TZVPD basis set) of a molecular structure, C46H58BeN7O4 at a distorted geometry.

frontier orbital gap (alpha / beta) = 5.142 / 4.345 eV
M = 782.027 g/mol
⟨S²⟩ = 0.7543
HOMO (alpha / beta) = -12.65 / -12.65 eV
largest force on an atom = 4.3 eV/A
spin multiplicity = 2
charge = +2

Positions of all 116 atoms, in Å:
C (1.566, 4.436, 1.552)
H (-6.346, -1.412, 3.582)
H (-1.798, -0.521, -0.885)
H (-0.908, -1.740, 1.856)
O (0.841, -0.106, 0.137)
H (-4.384, -0.810, 0.509)
H (1.611, -0.635, -2.382)
H (7.358, 1.942, -0.449)
C (-0.781, -2.399, 2.703)
H (3.206, 0.999, -0.757)
C (-0.361, 0.663, 0.263)
C (-4.575, 0.145, -4.153)
Be (2.308, -2.014, 0.839)
H (-4.569, 7.037, -0.307)
C (-6.035, -0.176, -2.245)
C (-3.757, 3.884, -1.552)
C (2.096, 3.240, -4.138)
H (5.830, -1.721, 0.966)
H (-0.813, 5.138, -0.680)
C (-0.590, -3.582, -0.806)
C (-4.223, -1.118, 1.542)
H (4.946, 2.649, -1.033)
H (4.046, -3.918, -1.676)
C (6.720, 0.074, 0.262)
C (1.553, 2.263, -3.088)
H (-6.188, -3.181, 3.628)
H (-5.792, 0.712, -5.995)
C (3.528, -3.636, -3.697)
C (3.496, -3.284, -2.356)
C (3.166, 4.217, -3.570)
H (-2.547, -1.954, 3.905)
H (2.783, 5.212, -3.341)
H (2.651, 3.519, 3.008)
C (0.039, -6.156, -0.656)
C (-7.131, 0.180, -3.070)
H (0.075, 3.317, 2.524)
C (-4.773, -0.268, -2.810)
H (3.671, 3.677, -2.769)
C (2.851, -2.822, -4.615)
O (1.648, 5.183, 0.604)
H (-6.242, -0.496, -1.234)
C (3.501, 0.674, 5.271)
C (-4.562, 4.925, -1.040)
H (-4.168, 3.078, -2.142)
C (-4.014, 6.138, -0.534)
H (-2.442, -4.123, -1.793)
H (2.950, -3.038, -5.668)
C (2.423, 1.198, 4.521)
H (4.135, -4.435, -4.095)
C (3.756, -1.092, 3.709)
H (-3.882, -0.561, -2.275)
C (2.010, 0.443, 3.417)
H (1.548, -4.628, 3.608)
N (0.432, -3.011, 2.697)
C (4.154, -0.456, 4.857)
H (-4.319, -0.178, 2.084)
H (3.541, 3.703, 1.398)
H (0.178, -4.936, 5.420)
C (-2.418, 3.940, -1.257)
H (0.884, 2.829, -2.440)
H (-4.795, -2.147, 4.158)
C (-1.656, -2.556, 3.799)
H (-0.817, 0.345, 1.201)
H (5.089, -0.769, 5.297)
C (2.115, -1.748, -4.173)
H (-3.588, 0.009, -4.569)
H (1.586, -1.057, -4.813)
C (6.506, 1.308, -0.250)
C (2.091, -1.527, -2.758)
C (-5.321, -2.056, 2.017)
C (-1.892, 5.090, -0.672)
C (-5.687, 0.542, -4.934)
C (5.211, 1.720, -0.549)
C (4.197, 0.836, -0.360)
H (-5.612, 4.936, -1.293)
H (7.762, -0.208, 0.273)
H (0.219, -7.214, -0.538)
C (-1.513, 0.530, -0.841)
O (-5.777, -2.877, 1.241)
C (-1.406, -3.498, 4.797)
N (-2.640, 6.173, -0.240)
H (3.899, 1.146, 6.157)
C (-5.648, -2.245, 3.486)
C (-0.186, -4.204, 4.713)
H (-1.834, -6.526, -1.718)
O (1.693, 3.222, -5.259)
H (-1.170, 0.960, -1.782)
N (-6.919, 0.647, -4.341)
H (-8.107, 0.212, -2.609)
H (0.906, 1.548, -3.597)
H (-2.463, 0.984, -0.559)
H (-3.235, -1.580, 1.534)
H (-0.475, 4.937, 1.883)
H (1.842, 2.045, 4.855)
C (0.678, -3.989, 3.640)
N (2.687, -2.286, -1.799)
C (5.636, -0.711, 0.638)
H (0.557, 4.812, 3.336)
C (-1.218, -5.816, -1.187)
H (2.381, 1.728, -2.624)
H (-0.903, -2.558, -0.942)
C (0.934, -5.206, -0.181)
N (0.618, -3.856, -0.199)
N (4.393, -0.368, 0.278)
H (-0.187, 1.738, 0.307)
H (-1.699, 3.201, -1.579)
C (2.635, 3.403, 1.925)
H (1.136, 0.851, 2.930)
H (2.371, 2.398, 1.594)
H (-1.912, -3.521, 5.751)
H (1.953, -5.347, 0.148)
N (2.677, -0.728, 2.994)
C (-1.530, -4.467, -1.328)
H (4.278, -1.967, 3.349)
H (3.945, 4.331, -4.324)
C (0.318, 4.369, 2.370)

Atomic partial charges in e from the Mulliken method, atoms 1 to 99: number 1, C, carries 0.707; number 2, H, carries 0.320; number 3, H, carries -0.271; number 4, H, carries 0.040; number 5, O, carries 0.333; number 6, H, carries -0.263; number 7, H, carries 0.287; number 8, H, carries 0.445; number 9, C, carries -0.012; number 10, H, carries 0.388; number 11, C, carries -0.344; number 12, C, carries -0.396; number 13, Be, carries 1.538; number 14, H, carries 0.397; number 15, C, carries -0.267; number 16, C, carries -0.407; number 17, C, carries 0.292; number 18, H, carries 0.420; number 19, H, carries 0.602; number 20, C, carries -0.049; number 21, C, carries 0.238; number 22, H, carries 0.222; number 23, H, carries 0.421; number 24, C, carries -0.712; number 25, C, carries -0.291; number 26, H, carries 0.325; number 27, H, carries 0.419; number 28, C, carries -0.683; number 29, C, carries -0.464; number 30, C, carries -0.394; number 31, H, carries 0.496; number 32, H, carries 0.303; number 33, H, carries 0.348; number 34, C, carries -0.805; number 35, C, carries -0.413; number 36, H, carries 0.197; number 37, C, carries 0.083; number 38, H, carries -0.249; number 39, C, carries -0.224; number 40, O, carries -0.576; number 41, H, carries 0.340; number 42, C, carries -0.319; number 43, C, carries -0.491; number 44, H, carries 0.564; number 45, C, carries -0.311; number 46, H, carries 0.557; number 47, H, carries 0.425; number 48, C, carries -0.911; number 49, H, carries 0.447; number 50, C, carries -0.206; number 51, H, carries 0.374; number 52, C, carries -0.200; number 53, H, carries 0.409; number 54, N, carries 0.137; number 55, C, carries -0.839; number 56, H, carries 0.487; number 57, H, carries 0.231; number 58, H, carries 0.405; number 59, C, carries 0.283; number 60, H, carries 0.211; number 61, H, carries 0.283; number 62, C, carries -0.511; number 63, H, carries 0.452; number 64, H, carries 0.411; number 65, C, carries -1.000; number 66, H, carries 0.400; number 67, H, carries 0.481; number 68, C, carries -0.385; number 69, C, carries 0.022; number 70, C, carries 0.603; number 71, C, carries -0.703; number 72, C, carries -0.435; number 73, C, carries -0.609; number 74, C, carries -0.091; number 75, H, carries 0.364; number 76, H, carries 0.425; number 77, H, carries 0.412; number 78, C, carries -0.858; number 79, O, carries -0.547; number 80, C, carries -0.487; number 81, N, carries -0.573; number 82, H, carries 0.405; number 83, C, carries -1.060; number 84, C, carries -0.513; number 85, H, carries 0.421; number 86, O, carries -0.536; number 87, H, carries 0.308; number 88, N, carries -0.529; number 89, H, carries 0.375; number 90, H, carries 0.290; number 91, H, carries 0.427; number 92, H, carries -0.329; number 93, H, carries 0.206; number 94, H, carries 0.658; number 95, C, carries -0.414; number 96, N, carries 0.318; number 97, C, carries -0.305; number 98, H, carries 0.471; number 99, C, carries -0.385


# 2
The following is a DFT calculation (ωB97M-V with the def2-TZVPD basis set) of a molecular structure, C46H58N4O4PbSi3.

frontier orbital gap (alpha / beta) = 5.886 / 5.456 eV
M = 1022.452 g/mol
HOMO (alpha / beta) = -12.19 / -12.19 eV
largest force on an atom = 0.6 eV/A
charge = +2

Positions of all 116 atoms, in Å:
C (3.001, 1.888, -1.103)
H (1.094, -5.130, 0.192)
C (-3.804, 0.516, -2.949)
H (2.961, 2.024, -5.175)
H (5.334, -5.737, -1.721)
C (-1.781, -2.607, -4.534)
H (-4.608, 1.185, -3.261)
C (3.285, 1.035, -3.319)
H (1.434, 1.848, 1.108)
C (0.605, 2.647, 4.400)
H (-0.969, -2.571, -6.520)
H (3.035, -6.100, -1.390)
C (-0.567, 3.333, 4.742)
C (3.153, 5.806, 3.761)
H (-6.087, -0.438, 0.213)
H (4.165, -2.737, -1.590)
H (1.653, 7.341, 3.741)
C (-5.857, -0.283, -0.839)
H (-4.366, -4.103, 0.441)
C (0.720, -3.044, -0.052)
H (-2.631, -5.094, -1.723)
C (1.573, 4.526, 1.861)
H (4.619, -0.214, 4.645)
H (3.800, 0.123, -6.352)
C (-2.888, -1.273, -0.544)
Si (-2.846, -2.640, -1.824)
H (-6.466, 0.555, -1.187)
H (-4.579, 0.214, 1.841)
H (1.533, 2.932, 4.877)
H (3.785, 6.302, 4.483)
H (4.341, -1.106, 0.542)
N (3.193, 2.648, 1.849)
H (-2.795, 1.820, 2.673)
H (-2.862, 1.043, -3.125)
H (-5.609, -2.864, 0.610)
H (3.296, 3.133, -2.786)
H (-2.477, -3.407, -4.743)
Pb (-0.907, -0.073, -0.657)
H (-0.521, 4.119, 5.484)
Si (-4.057, 0.118, -1.128)
H (-4.704, -1.050, 3.044)
H (4.064, 2.371, 2.282)
C (-2.070, -4.271, -1.277)
O (3.485, 0.028, -5.448)
H (-0.780, 3.764, -0.277)
C (-1.741, -2.042, -3.259)
H (-5.185, -3.431, -1.817)
C (-1.867, 2.067, 3.168)
C (-3.701, 1.772, -0.265)
H (5.111, -1.429, 2.678)
C (2.310, 1.511, 1.658)
C (3.526, 4.573, 3.250)
C (-1.955, -2.656, 2.174)
C (-4.683, -3.248, 1.038)
H (3.876, -5.695, 0.113)
H (-2.690, 3.560, 4.437)
H (-1.104, -1.975, 2.259)
H (4.646, 1.638, -4.811)
H (3.015, 2.677, -0.365)
H (-3.955, 2.589, -0.943)
C (3.853, -0.490, 1.286)
C (3.946, -0.058, 3.810)
H (-3.822, -0.347, -3.612)
C (-0.678, 1.348, 2.780)
H (2.734, 1.184, 4.981)
H (-0.276, -3.098, 0.355)
N (1.122, -1.840, -0.462)
O (-0.672, 0.486, 1.861)
H (-0.205, 5.427, -0.020)
C (1.493, -4.186, -0.155)
C (2.355, -1.759, -0.976)
C (1.778, 0.878, 2.992)
H (-2.329, -2.815, 3.188)
C (-0.940, -2.139, -5.528)
O (4.768, -4.966, -1.619)
H (-1.607, -3.626, 1.822)
C (-0.084, -0.575, -3.964)
C (2.742, 3.900, 2.321)
H (2.985, -1.084, -3.478)
H (0.280, 6.223, 2.047)
H (-1.039, -4.362, -1.616)
H (-2.094, -4.424, -0.200)
C (-1.800, 3.027, 4.134)
H (0.554, 0.259, -3.696)
H (1.432, -0.121, 2.703)
C (2.851, 0.709, 4.016)
C (0.579, 1.649, 3.461)
C (3.621, 1.249, -4.765)
C (3.183, -2.850, -1.152)
C (3.619, -5.320, -0.885)
H (-4.307, 1.900, 0.631)
C (4.307, -0.709, 2.601)
H (-6.176, -1.168, -1.386)
C (1.969, 6.387, 3.344)
N (-0.882, -1.038, -3.000)
C (2.788, -0.422, -1.470)
H (0.592, -0.692, -5.991)
C (1.186, 5.747, 2.390)
C (3.002, 0.472, 0.829)
N (2.873, 0.633, -0.614)
H (-4.974, -2.247, -3.104)
C (-4.027, -0.583, 2.326)
C (-0.071, -1.096, -5.241)
H (-3.209, -0.142, 2.898)
Si (-3.370, -1.918, 1.177)
H (-2.663, 1.928, 0.041)
O (0.876, 3.883, 0.863)
H (4.444, 4.106, 3.588)
C (-4.497, -3.077, -2.584)
C (-0.358, 4.453, 0.451)
H (-4.917, -3.624, 2.036)
H (-1.046, 4.557, 1.292)
C (3.040, -0.237, -2.811)
C (2.754, -4.102, -0.728)
C (3.189, 2.113, -2.443)
H (-4.374, -3.891, -3.301)

Atomic partial charges in e from the Mulliken method, atoms 1 to 99: number 1, C, carries 0.257; number 2, H, carries 0.545; number 3, C, carries -1.132; number 4, H, carries 0.374; number 5, H, carries 0.332; number 6, C, carries -0.677; number 7, H, carries 0.598; number 8, C, carries 0.142; number 9, H, carries 0.490; number 10, C, carries -0.230; number 11, H, carries 0.471; number 12, H, carries 0.395; number 13, C, carries -1.012; number 14, C, carries -0.933; number 15, H, carries 0.330; number 16, H, carries 0.708; number 17, H, carries 0.453; number 18, C, carries -1.000; number 19, H, carries 0.288; number 20, C, carries -0.794; number 21, H, carries 0.594; number 22, C, carries 0.801; number 23, H, carries 0.466; number 24, H, carries 0.329; number 25, C, carries 0.730; number 26, Si, carries -0.544; number 27, H, carries 0.475; number 28, H, carries 0.223; number 29, H, carries 0.333; number 30, H, carries 0.438; number 31, H, carries 0.705; number 32, N, carries 0.236; number 33, H, carries 0.226; number 34, H, carries 0.224; number 35, H, carries 0.323; number 36, H, carries 0.624; number 37, H, carries 0.467; number 38, Pb, carries 0.743; number 39, H, carries 0.446; number 40, Si, carries -0.115; number 41, H, carries 0.573; number 42, H, carries 0.472; number 43, C, carries -1.547; number 44, O, carries -0.483; number 45, H, carries -0.094; number 46, C, carries -0.048; number 47, H, carries 0.347; number 48, C, carries 0.064; number 49, C, carries -0.771; number 50, H, carries 0.470; number 51, C, carries -0.717; number 52, C, carries -0.592; number 53, C, carries -0.812; number 54, C, carries -1.125; number 55, H, carries 0.360; number 56, H, carries 0.482; number 57, H, carries -0.246; number 58, H, carries 0.454; number 59, H, carries 0.489; number 60, H, carries 0.487; number 61, C, carries -0.587; number 62, C, carries -0.996; number 63, H, carries 0.206; number 64, C, carries -0.255; number 65, H, carries 0.511; number 66, H, carries 0.297; number 67, N, carries 1.576; number 68, O, carries 0.267; number 69, H, carries 0.487; number 70, C, carries -1.573; number 71, C, carries -0.899; number 72, C, carries 1.157; number 73, H, carries 0.536; number 74, C, carries -0.620; number 75, O, carries -0.521; number 76, H, carries 0.457; number 77, C, carries -0.700; number 78, C, carries 0.483; number 79, H, carries 0.672; number 80, H, carries 0.475; number 81, H, carries 0.422; number 82, H, carries 0.401; number 83, C, carries -1.060; number 84, H, carries 0.709; number 85, H, carries 0.468; number 86, C, carries -1.214; number 87, C, carries 0.202; number 88, C, carries -0.641; number 89, C, carries 0.595; number 90, C, carries -0.683; number 91, H, carries 0.444; number 92, C, carries -1.037; number 93, H, carries 0.307; number 94, C, carries -0.897; number 95, N, carries 0.897; number 96, C, carries 0.360; number 97, H, carries 0.456; number 98, C, carries -0.627; number 99, C, carries -0.324